This record from the OMol25 dataset describes one molecule with the formula C5H11NO. The level of theory is wB97M-V/def2-TZVPD.

Energy in eV: -8899.645
Energy relative to the best compared isomer or geometry (same formula, charge and spin) in kcal/mol: 47.3
Kohn-Sham gap in hartree: 0.385
HOMO energy in eV: -9.35

Each line ends with the Löwdin charge.
Cartesian coordinates (Å):
C  2.015  0.040  -1.446  -0.06
C  1.202  -0.588  -0.345  -0.35
C  1.229  -0.112  1.056  -0.11
N  0.092  0.179  0.198  -0.09
C  -1.163  -0.530  0.467  -0.19
C  -2.315  0.394  0.115  -0.28
O  -2.270  1.563  0.893  -0.07
H  1.516  -0.089  -2.413  0.07
H  3.008  -0.419  -1.509  0.08
H  2.134  1.112  -1.262  0.08
H  1.013  -1.657  -0.464  0.14
H  1.848  0.740  1.336  0.11
H  1.081  -0.854  1.840  0.11
H  -1.237  -1.449  -0.128  0.12
H  -1.228  -0.790  1.530  0.12
H  -2.274  0.641  -0.956  0.12
H  -3.278  -0.087  0.309  0.12
H  -1.373  1.904  0.778  0.08

---

This record from the OMol25 dataset describes C5H11NO as an isolated structure at a distorted geometry. The level of theory is wB97M-V/def2-TZVPD.

Energy in eV: -8895.675
Energy relative to the best compared isomer or geometry (same formula, charge and spin) in kcal/mol: 138.9
Kohn-Sham gap in hartree: 0.315
HOMO energy in eV: -7.92

Each line ends with the Löwdin charge.
Cartesian coordinates (Å):
C  -1.528  -1.461  0.283  -0.27
O  -1.846  -1.681  -1.052  -0.14
C  -1.150  1.161  -0.359  -0.02
C  -1.615  1.359  -1.458  0.03
H  -1.966  -0.809  -1.468  0.02
H  -1.383  -2.445  0.727  0.06
H  -2.344  -1.004  0.851  0.06
H  -2.009  1.561  -2.417  0.03
C  1.626  0.453  0.987  -0.28
C  2.145  0.737  -0.379  -0.09
N  1.046  -0.674  1.248  0.04
H  0.931  -0.887  2.234  0.08
H  -0.269  -1.102  0.730  0.09
H  1.958  1.116  1.787  0.11
H  -0.451  1.234  0.458  0.02
H  2.014  1.789  -0.629  0.07
H  1.626  0.130  -1.122  0.08
H  3.218  0.523  -0.421  0.08

---

This record from the OMol25 dataset describes one molecule with the formula C5H11NO at a distorted geometry. The level of theory is wB97M-V/def2-TZVPD.

Energy in eV: -8897.496
Energy relative to the best compared isomer or geometry (same formula, charge and spin) in kcal/mol: 96.9
Kohn-Sham gap (spin up / spin down) in hartree: 0.350 / 0.350
HOMO energy (spin up / spin down) in eV: -8.62 / -8.62

Each line ends with the Löwdin charge.
Cartesian coordinates (Å):
C  -2.042  -0.840  0.863  0.00
C  1.758  -0.658  -0.563  -0.09
C  0.980  1.309  0.622  -0.05
C  -0.521  0.031  -0.947  -0.03
C  0.518  -0.042  0.086  -0.47
N  -1.933  0.073  -0.026  -0.33
O  -2.713  1.006  -0.134  -0.05
H  -2.945  -0.743  1.422  0.08
H  -1.691  -1.862  0.796  0.09
H  2.106  -0.058  -1.399  0.08
H  2.577  -0.800  0.139  0.08
H  1.497  -1.641  -0.917  0.07
H  0.208  2.027  0.686  0.07
H  1.841  1.745  0.019  0.11
H  1.380  1.176  1.551  0.04
H  -0.600  0.976  -1.587  0.16
H  -0.612  -0.929  -1.486  0.12
H  0.192  -0.768  0.874  0.13

---

This record from the OMol25 dataset describes a 2-piece molecular cluster, C5H11NO overall at a distorted geometry. The level of theory is wB97M-V/def2-TZVPD.

Energy in eV: -8896.269
Energy relative to the best compared isomer or geometry (same formula, charge and spin) in kcal/mol: 125.2
Kohn-Sham gap (spin up / spin down) in hartree: 0.318 / 0.297
HOMO energy (spin up / spin down) in eV: -8.41 / -7.80

Each line ends with the Löwdin charge.
Cartesian coordinates (Å):
C  1.311  0.417  0.192  -0.35
C  1.668  -0.980  0.748  0.00
C  -1.557  0.886  1.304  0.12
C  -0.333  -0.681  -1.504  -0.02
C  0.077  0.501  -0.666  -0.32
N  1.981  1.463  0.507  0.15
O  0.040  1.625  -1.420  0.03
H  2.479  -0.859  1.333  0.05
H  1.994  -1.721  0.107  0.06
H  0.873  -1.323  1.207  0.03
H  -2.138  1.724  0.987  0.01
H  -0.821  1.209  1.893  -0.05
H  -1.857  -0.077  1.328  -0.04
H  -1.047  -1.304  -0.869  0.12
H  -0.799  -0.321  -2.332  0.04
H  0.541  -1.152  -1.806  0.06
H  1.614  2.295  0.090  0.04
H  -0.802  1.797  -1.744  0.08

---

This record from the OMol25 dataset describes a 2-piece molecular cluster, C5H11NO overall at a distorted geometry. The level of theory is wB97M-V/def2-TZVPD.

Energy in eV: -8898.923
Energy relative to the best compared isomer or geometry (same formula, charge and spin) in kcal/mol: 64.0
Kohn-Sham gap in hartree: 0.335
HOMO energy in eV: -8.37

Each line ends with the Löwdin charge.
Cartesian coordinates (Å):
N  1.030  0.978  0.273  0.06
C  0.143  -0.056  0.588  -0.43
C  -0.181  -0.246  1.865  0.06
C  -0.425  -1.581  -2.922  -0.10
C  0.191  -1.025  -1.661  -0.15
C  -0.281  -1.058  -0.413  -0.08
H  1.997  0.888  0.521  0.09
H  0.864  1.645  -0.460  0.08
H  -0.197  0.476  2.664  0.04
H  -0.610  -1.200  2.142  0.06
H  -0.655  -2.646  -2.839  0.07
H  0.344  -1.489  -3.688  0.06
H  -1.329  -1.064  -3.228  0.07
H  1.199  -0.654  -1.798  0.10
H  -0.894  -1.807  0.077  0.11
H  -0.066  3.638  3.187  0.03
H  -0.394  2.247  2.569  -0.02
O  -0.735  2.954  3.124  -0.06

---

This record from the OMol25 dataset describes one molecule with the formula C5H11NO. The level of theory is wB97M-V/def2-TZVPD.

Energy in eV: -8901.629
Energy relative to the best compared isomer or geometry (same formula, charge and spin) in kcal/mol: 1.6
Kohn-Sham gap in hartree: 0.386
HOMO energy in eV: -9.60

Each line ends with the Löwdin charge.
Cartesian coordinates (Å):
C  0.101  0.330  -2.851  -0.07
N  0.481  0.423  -1.459  0.01
C  -0.261  -0.151  -0.471  -0.49
O  -1.265  -0.812  -0.697  0.05
C  0.242  0.070  0.952  -0.36
C  -0.834  0.807  1.753  -0.07
C  0.558  -1.288  1.582  -0.07
H  0.972  0.098  -3.473  0.08
H  -0.358  1.258  -3.212  0.08
H  -0.630  -0.476  -2.935  0.08
H  1.271  0.993  -1.203  0.13
H  1.157  0.680  0.931  0.13
H  -1.762  0.227  1.733  0.09
H  -1.044  1.798  1.334  0.08
H  -0.520  0.934  2.795  0.08
H  0.888  -1.165  2.620  0.08
H  -0.341  -1.912  1.569  0.09
H  1.346  -1.814  1.032  0.08

---

This record from the OMol25 dataset describes one molecule with the formula C5H11NO. The level of theory is wB97M-V/def2-TZVPD.

Energy in eV: -8901.356
Energy relative to the best compared isomer or geometry (same formula, charge and spin) in kcal/mol: 7.9
Kohn-Sham gap in hartree: 0.369
HOMO energy in eV: -9.16

Each line ends with the Löwdin charge.
Cartesian coordinates (Å):
C  1.978  -0.298  1.124  -0.08
C  0.477  -0.304  1.393  -0.22
N  -0.332  -0.151  0.190  -0.13
C  -0.442  -1.299  -0.688  -0.06
C  -0.664  1.124  -0.194  -0.50
O  -0.315  2.101  0.454  0.04
C  -1.526  1.279  -1.435  -0.01
H  2.533  -0.374  2.065  0.07
H  2.266  0.636  0.632  0.08
H  2.281  -1.138  0.488  0.07
H  0.217  0.523  2.055  0.11
H  0.175  -1.240  1.879  0.12
H  -0.519  -2.206  -0.080  0.09
H  -1.338  -1.238  -1.308  0.08
H  0.430  -1.408  -1.350  0.09
H  -1.810  2.329  -1.499  0.08
H  -2.430  0.664  -1.381  0.08
H  -0.983  1.002  -2.345  0.09

---

This record from the OMol25 dataset describes one molecule with the formula C5H11NO at a distorted geometry. The level of theory is wB97M-V/def2-TZVPD.

Energy in eV: -8899.128
Energy relative to the best compared isomer or geometry (same formula, charge and spin) in kcal/mol: 59.3
Kohn-Sham gap in hartree: 0.364
HOMO energy in eV: -9.05

Each line ends with the Löwdin charge.
Cartesian coordinates (Å):
C  0.935  0.430  1.672  -0.29
N  0.378  0.031  0.477  -0.11
C  1.170  0.245  -0.681  -0.25
C  1.074  -0.702  -1.904  -0.10
C  -1.030  -0.429  0.209  -0.18
C  -1.981  0.474  0.953  -0.10
O  0.350  0.332  2.752  -0.01
H  1.953  0.783  1.594  0.13
H  0.679  1.194  -1.183  0.15
H  2.204  0.535  -0.553  0.10
H  2.145  -0.733  -2.408  0.12
H  0.778  -1.750  -1.660  0.08
H  0.438  -0.589  -2.663  0.00
H  -1.092  -1.554  0.455  0.14
H  -1.262  -0.569  -0.837  0.10
H  -1.539  0.782  1.830  0.00
H  -2.986  0.107  1.495  0.13
H  -2.211  1.413  0.452  0.07

---

This record from the OMol25 dataset describes a 2-piece molecular cluster, C5H11NO overall at a distorted geometry. The level of theory is wB97M-V/def2-TZVPD.

Energy in eV: -8897.705
Energy relative to the best compared isomer or geometry (same formula, charge and spin) in kcal/mol: 92.1
Kohn-Sham gap in hartree: 0.318
HOMO energy in eV: -7.62

Each line ends with the Löwdin charge.
Cartesian coordinates (Å):
C  -0.378  -0.148  1.235  -0.15
C  -1.431  0.654  1.679  -0.22
N  -1.238  1.682  2.598  0.02
C  -0.549  -0.584  -0.154  -0.29
C  0.011  0.509  -0.965  -0.13
C  0.643  0.146  -2.110  -0.02
H  0.501  -0.410  1.897  0.13
H  -2.481  0.544  1.336  0.12
H  -1.908  2.268  2.875  0.00
H  -0.673  1.388  3.483  0.14
H  -1.581  -0.902  -0.429  0.13
H  -0.020  -1.551  -0.252  0.11
H  0.062  1.491  -0.483  0.11
H  0.991  0.728  -2.846  0.02
H  0.441  -0.840  -2.435  0.05
H  2.436  -0.885  -1.904  -0.01
H  2.548  -2.385  -2.085  0.02
O  2.628  -1.703  -1.441  -0.05

---

This record from the OMol25 dataset describes a 2-piece molecular cluster, C5H11NO overall at a distorted geometry. The level of theory is wB97M-V/def2-TZVPD.

Energy in eV: -8897.676
Energy relative to the best compared isomer or geometry (same formula, charge and spin) in kcal/mol: 92.7
Kohn-Sham gap in hartree: 0.311
HOMO energy in eV: -7.71

Each line ends with the Löwdin charge.
Cartesian coordinates (Å):
N  0.517  -1.098  2.050  0.08
C  -0.237  0.035  1.662  -0.41
C  -0.567  0.388  0.406  -0.15
C  -0.391  -0.582  -0.704  -0.14
C  0.916  -0.597  -1.265  0.00
C  -0.845  0.836  2.798  -0.06
H  0.349  -1.601  3.040  0.16
H  0.834  -1.722  1.390  0.02
H  -1.018  1.367  0.186  0.11
H  -1.081  -1.234  -1.120  0.06
H  1.057  -1.376  -1.949  0.01
H  1.769  0.072  -1.010  0.07
H  -1.913  1.045  2.480  0.09
H  -0.490  1.881  2.674  0.08
H  -0.834  0.348  3.762  0.06
H  1.082  1.491  -3.613  0.17
H  -0.206  1.331  -4.273  -0.05
O  0.447  0.701  -4.163  -0.12

---

This record from the OMol25 dataset describes one molecule with the formula C5H11NO. The level of theory is wB97M-V/def2-TZVPD.

Energy in eV: -8899.419
Energy relative to the best compared isomer or geometry (same formula, charge and spin) in kcal/mol: 52.5
Kohn-Sham gap in hartree: 0.388
HOMO energy in eV: -9.44

Each line ends with the Löwdin charge.
Cartesian coordinates (Å):
C  2.103  0.153  -1.330  -0.06
C  1.020  -0.472  -0.467  -0.31
C  1.235  -0.419  0.991  -0.13
N  0.119  0.317  0.421  -0.08
C  -1.137  -0.389  0.758  -0.21
C  -2.345  0.319  0.168  -0.27
O  -2.335  1.676  0.536  -0.07
H  1.873  0.135  -2.398  0.07
H  3.057  -0.383  -1.199  0.08
H  2.272  1.186  -1.016  0.08
H  0.409  -1.228  -0.933  0.12
H  2.048  0.230  1.310  0.11
H  1.017  -1.248  1.659  0.11
H  -1.130  -1.457  0.467  0.12
H  -1.222  -0.358  1.851  0.12
H  -2.366  0.195  -0.928  0.12
H  -3.266  -0.124  0.566  0.12
H  -1.415  1.956  0.413  0.07

---

This record from the OMol25 dataset describes C5H11NO as an isolated structure at a distorted geometry. The level of theory is wB97M-V/def2-TZVPD.

Energy in eV: -8898.129
Energy relative to the best compared isomer or geometry (same formula, charge and spin) in kcal/mol: 82.3
Kohn-Sham gap in hartree: 0.368
HOMO energy in eV: -9.09

Each line ends with the Löwdin charge.
Cartesian coordinates (Å):
C  0.388  0.350  1.124  -0.29
C  -2.052  -1.226  0.281  -0.05
C  1.700  0.328  -1.056  -0.07
C  0.807  1.096  -0.127  -0.36
N  -1.657  -2.479  -0.003  0.01
C  0.491  2.373  -0.314  0.03
O  -0.273  -0.848  0.856  -0.25
H  -1.414  -2.653  -0.973  0.09
H  -0.764  -2.624  0.532  0.11
H  1.296  0.108  1.705  0.12
H  -0.228  1.013  1.754  0.11
H  -2.408  -1.021  1.282  0.10
H  -2.532  -0.658  -0.514  0.11
H  1.922  0.888  -1.965  0.07
H  2.651  0.093  -0.568  0.08
H  1.229  -0.624  -1.309  0.07
H  0.890  2.946  -1.141  0.05
H  -0.046  2.938  0.437  0.05